(1)
39
Properties=species:S:1:pos:R:3:forces:R:3 method="wB97M-V/def2-TZVPD" smiles="CCCCNC(=O)Cn1c(=S)nnn1CCCC" homo_ev=-8.44 lumo_ev=-0.5 de_lowest_kcal_mol=0.00 energy_ha=-1178.89361
C 0.4082 -1.8248 -5.5344 -0.1 -0.1 0.0
C 0.8412 -1.3088 -4.1733 -0.5 0.1 -0.3
C 0.7944 -2.4962 -3.2508 -0.2 0.0 0.9
C 1.1830 -2.1790 -1.7798 -0.4 -0.8 -0.7
N 0.6276 -0.9583 -1.2586 -1.4 1.4 0.9
C -0.7052 -0.7794 -0.9186 1.4 -1.9 -1.4
O -1.5079 -1.6834 -1.1381 0.2 1.1 0.6
C -1.1713 0.5666 -0.3776 0.7 0.0 0.8
N -0.1471 1.4325 0.2612 0.3 -0.3 -0.2
C 0.6905 2.2468 -0.4742 -0.4 0.1 -1.8
S 0.4927 2.9138 -2.0367 -0.3 -0.9 1.8
N 1.8719 2.3383 0.2204 0.4 -0.3 1.2
N 1.8016 1.6517 1.3049 -1.5 -0.3 -0.1
N 0.6033 1.0158 1.3779 0.8 0.6 -1.2
C -0.0170 0.6679 2.6562 -0.8 -0.1 0.5
C -0.7932 1.8338 3.2507 -0.3 0.9 0.0
C -1.5706 1.5205 4.5401 0.5 -0.3 0.1
C -0.7056 1.1177 5.7455 -0.6 0.3 -0.4
H 0.9988 -2.7153 -5.7639 0.1 0.1 -0.3
H -0.6402 -2.1630 -5.5207 0.3 0.3 -0.1
H 0.5723 -1.0681 -6.2932 -0.2 0.0 -0.3
H 1.8216 -0.8615 -4.2587 0.5 0.1 0.1
H 0.1710 -0.5119 -3.8229 0.1 -0.2 -0.1
H -0.2323 -2.8680 -3.3212 0.1 -0.2 0.3
H 1.4492 -3.2807 -3.6609 -0.1 0.1 0.4
H 2.2632 -2.1037 -1.7689 0.2 0.2 0.3
H 0.8777 -2.9642 -1.0874 0.1 -0.3 -0.3
H 1.2469 -0.1878 -1.1217 0.3 0.4 -0.1
H -1.5919 1.1211 -1.1966 0.0 0.4 -0.4
H -1.9742 0.3702 0.3093 -0.3 -0.1 0.4
H -0.7453 -0.1514 2.5296 0.6 0.0 -0.3
H 0.7569 0.3314 3.3591 0.0 0.1 -0.6
H -0.0944 2.6783 3.4006 -0.3 -0.3 0.1
H -1.5571 2.1899 2.5380 0.4 -0.2 -0.1
H -2.1830 2.3991 4.7629 0.1 -0.1 0.1
H -2.2613 0.6891 4.3729 -0.1 0.1 -0.3
H -0.0076 1.9189 5.9997 0.1 -0.3 0.1
H -1.3654 0.9252 6.5904 0.1 0.1 0.2
H -0.2013 0.1771 5.5387 0.3 0.0 0.0

=====

(2)
10
Properties=species:S:1:pos:R:3:forces:R:3 method="wB97M-V/def2-TZVPD" homo_ev=-8.55 lumo_ev=0.0 de_lowest_kcal_mol=105.77 energy_ha=-355.47133
N 2.8345 -0.0450 0.2040 -0.9 -0.3 -0.1
C 1.6489 -0.3264 0.1384 0.4 0.2 0.1
N -0.3095 1.6885 -0.2378 -0.5 -0.7 0.2
N -0.5901 0.5261 -0.0072 0.2 0.5 -0.3
O -2.6253 -0.2702 0.9830 0.6 0.3 -0.7
C -2.0693 0.1673 0.0221 0.1 -0.2 0.5
C 0.3535 -0.5714 0.1748 0.0 -0.1 0.3
H 3.3498 -0.0657 -0.6749 0.0 0.0 0.0
H -2.5193 0.4485 -0.9392 -0.1 0.2 0.1
H -0.0733 -1.5516 0.3368 0.2 0.0 0.0

=====

(3)
118
Properties=species:S:1:pos:R:3:forces:R:3 method="wB97M-V/def2-TZVPD" charge=+2 homo_ev=-9.53 lumo_ev=-7.2 de_lowest_kcal_mol=16.68 energy_ha=-5061.19002
C -7.2320 7.9125 11.7818 0.8 -1.0 0.0
N -8.5526 7.8250 12.4271 -0.5 0.5 0.0
C -9.0880 8.8698 13.0941 0.4 0.2 -0.4
C -10.3896 8.8208 13.5424 -0.2 -0.9 1.0
C -11.1161 7.6372 13.3794 0.4 0.0 0.1
C -10.5359 6.5678 12.7267 0.0 -0.3 0.0
C -9.2510 6.6901 12.2687 0.3 0.0 -0.3
C -12.4625 7.3770 13.9222 -1.3 0.2 0.0
C -12.7068 6.4029 14.8853 0.8 -0.9 -0.6
C -13.9863 6.0135 15.2180 0.5 0.7 0.2
N -15.0228 6.6316 14.6490 -1.3 0.1 -0.6
C -14.8634 7.5718 13.6946 0.8 -0.3 0.3
C -13.5951 7.9682 13.3537 0.3 0.6 -0.3
C -16.4284 6.2740 15.0109 0.9 0.1 1.2
H -6.6595 8.8061 12.0042 -0.5 0.3 0.1
H -7.3355 7.8004 10.7000 -0.2 0.5 -0.2
H -6.6771 7.0480 12.1511 0.1 0.1 0.0
H -8.4312 9.7234 13.2375 -0.2 0.1 -0.1
H -10.7614 9.5335 14.2657 0.1 0.5 -0.5
H -11.0321 5.6113 12.5597 0.1 -0.1 0.0
H -8.7666 5.8690 11.7542 0.0 0.0 0.0
H -11.8650 5.7927 15.1933 -0.1 0.1 0.5
H -14.1765 5.2771 15.9852 -0.2 -0.1 -0.2
H -15.7433 7.9444 13.1935 -0.1 0.0 0.1
H -13.4825 8.7177 12.5811 0.0 0.0 0.0
H -16.5570 6.5957 16.0459 -0.1 0.0 0.0
H -16.5148 5.1922 15.0159 -0.3 0.0 -0.5
H -17.1109 6.8403 14.3933 -0.1 -0.4 -0.3
C -15.6119 1.6701 6.3013 0.1 0.7 -0.2
N -14.3435 1.6250 7.0713 -1.6 -0.5 -0.1
C -14.4095 1.2537 8.3716 0.9 0.4 -0.8
C -13.2217 1.0430 9.0294 0.0 -0.2 1.0
C -11.9984 1.2278 8.3897 -0.5 -0.3 -0.3
C -12.0290 1.6921 7.0968 0.7 -0.1 -1.2
C -13.2178 1.9087 6.4269 0.8 -0.2 0.9
C -10.6926 0.9648 9.0197 0.4 0.5 0.6
C -9.6259 1.8460 8.8074 0.0 -0.5 -1.1
C -8.4228 1.6178 9.4176 0.2 0.2 0.8
N -8.2555 0.5991 10.2836 -0.5 0.2 0.4
C -9.3089 -0.1641 10.6378 0.8 0.0 -1.0
C -10.4899 -0.0397 9.9505 -0.6 -0.4 1.1
C -6.9637 0.4435 10.9628 -0.2 -0.4 0.8
H -15.4201 1.1294 5.3795 -0.2 0.2 -0.2
H -15.8490 2.7285 6.1895 0.0 -0.1 -0.4
H -16.4681 1.2376 6.8081 0.4 -0.2 0.4
H -15.4001 1.1834 8.7857 0.1 -0.1 0.1
H -13.2433 0.7789 10.0798 -0.1 -0.1 0.0
H -11.1126 1.7993 6.5287 -0.1 0.4 0.0
H -13.2125 2.2962 5.4184 -0.4 -0.1 0.0
H -9.6944 2.6161 8.0393 0.0 0.3 0.3
H -7.6003 2.3194 9.4161 0.1 -0.1 -0.6
H -9.1060 -0.9209 11.3790 -0.2 0.0 0.0
H -11.2708 -0.7101 10.2886 -0.2 0.1 -0.4
H -6.7568 1.3652 11.5011 0.4 0.1 -0.4
H -6.1959 0.0849 10.2846 0.1 0.5 -0.2
H -7.0535 -0.3157 11.7386 -0.2 -0.1 -0.1
C -12.2728 4.1832 9.0075 -0.5 -0.9 -0.3
N -12.0613 5.5684 9.3874 -0.2 -0.8 -0.1
C -13.1364 6.1545 9.9015 -0.6 0.8 0.1
C -13.1118 7.4997 10.1635 0.5 -0.1 0.0
C -11.9156 8.2052 9.9749 -0.1 0.2 -0.4
C -10.7642 7.5013 9.5917 0.0 0.0 0.7
C -10.8762 6.1627 9.2758 -0.2 0.0 0.1
C -11.9171 9.6900 10.0901 -0.2 0.5 1.0
C -10.7595 10.4073 10.3761 0.8 -1.0 -0.6
C -10.7343 11.7662 10.3822 -0.1 0.8 0.1
N -11.8758 12.4553 10.1994 -0.1 -0.1 -0.3
C -13.0422 11.8228 10.0110 -0.6 -0.2 -0.2
C -13.0937 10.4401 10.0073 0.1 -0.3 0.0
C -11.8713 13.9131 10.1541 0.5 0.9 -0.3
H -13.1544 4.1363 8.3638 -0.1 0.2 0.1
H -12.4847 3.6304 9.9198 0.2 -0.1 0.0
H -11.4698 3.7591 8.4200 0.4 0.6 0.2
H -14.0305 5.5510 10.0381 0.1 -0.1 -0.3
H -14.0181 7.9627 10.5181 0.0 0.1 -0.1
H -9.7613 7.9123 9.6570 0.0 0.5 -0.8
H -10.0792 5.4926 8.9885 0.2 0.3 -0.3
H -9.8071 9.9001 10.4391 0.3 0.1 -0.1
H -9.8322 12.3501 10.5213 0.1 -0.2 0.1
H -13.9080 12.4442 9.7582 0.0 0.0 -0.1
H -14.0515 9.9473 9.9317 -0.1 0.2 -0.5
H -10.8585 14.2880 10.0097 0.1 -0.4 0.1
H -12.2465 14.3297 11.0884 -0.2 -0.1 0.0
H -12.4352 14.2898 9.2956 -0.5 -0.4 0.1
C -8.0317 16.1238 13.6061 1.1 0.0 -0.7
N -9.1926 15.7784 14.4251 0.3 0.2 -0.2
C -10.3967 15.7243 13.8583 -0.2 0.0 0.4
C -11.4924 15.4287 14.6444 -0.9 0.1 0.3
C -11.3389 15.0967 15.9829 1.2 -0.5 -0.4
C -10.0446 15.1185 16.5013 0.2 -0.1 0.8
C -8.9889 15.5348 15.7347 -0.3 -0.4 -1.1
C -12.4684 14.5863 16.7923 -0.3 0.7 0.5
C -12.5458 13.2570 17.2035 0.0 0.1 -1.1
C -13.6613 12.8360 17.8836 -0.3 0.1 0.0
N -14.6542 13.7024 18.1514 -0.3 0.5 0.8
C -14.5852 15.0065 17.8268 0.3 -0.3 -0.2
C -13.4742 15.4734 17.1709 0.0 0.2 -0.4
C -15.8288 13.2511 18.9290 -0.6 -0.5 -0.5
H -7.2211 15.4229 13.8029 -0.1 0.0 0.2
H -7.7229 17.1499 13.7995 -0.1 0.0 0.2
H -8.2084 15.9965 12.5417 -0.5 0.0 0.1
H -10.4466 15.9230 12.7989 0.0 0.0 0.0
H -12.5082 15.4574 14.2698 0.2 -0.1 -0.5
H -9.8064 14.8018 17.5091 -0.3 0.1 0.1
H -7.9540 15.5756 16.0383 -0.1 0.0 0.3
H -11.8189 12.5869 16.7629 0.1 -0.3 0.6
H -13.8652 11.8259 18.2072 0.3 -0.1 -0.1
H -15.4410 15.6214 18.0603 0.0 0.0 0.1
H -13.4176 16.5159 16.8876 -0.1 0.0 0.0
H -15.6141 13.1031 19.9834 0.3 0.1 0.0
H -16.1821 12.3212 18.4854 0.1 -0.1 0.1
H -16.6410 13.9593 18.7981 0.1 0.2 0.1
Cl -7.8316 9.4314 8.5386 -0.4 -0.4 0.9
Cl -10.5299 4.6873 5.9121 -0.2 -0.6 0.8
Cl -7.9679 12.7613 12.5961 -0.6 0.2 0.4
Cl -14.7137 13.5391 7.6626 0.4 -0.2 0.8
Cl -10.5017 3.3762 11.8515 0.1 0.1 0.0
Cl -15.8065 3.9059 8.6762 0.2 0.1 0.3